(1)
DFT (wB97M-V/def2-TZVPD) results for a 3-piece molecular cluster, C22H30F3I2N2O8PS overall at a distorted geometry.

Last column: Mulliken charge in e.
Element x y z (Å)
C1 3.366 2.403 3.095  -1.50
C2 2.941 0.975 2.518  0.22
C3 1.657 1.004 1.582  -0.98
I1 2.005 2.817 0.383  0.11
C4 1.563 -0.189 0.554  0.21
C5 2.347 -1.506 0.910  -1.42
N1 1.901 -2.389 1.965  0.86
C6 1.461 -1.852 3.201  0.28
O1 2.094 -2.077 4.184  -0.50
F1 0.383 -1.045 3.391  -0.17
C7 2.877 -3.415 2.322  0.47
O2 4.033 -3.267 2.389  -0.41
F2 2.367 -4.667 2.542  -0.24
S1 2.474 -2.302 -0.775  1.61
O3 2.935 -3.678 -0.704  -0.75
O4 3.514 -1.552 -1.471  -0.67
O5 1.031 -2.327 -1.549  -0.36
C8 0.365 -1.032 -1.623  0.77
F3 1.141 -0.223 -2.463  -0.27
P1 -1.207 -1.434 -2.598  0.21
O6 -2.495 -0.830 -2.148  -0.56
C9 0.133 -0.406 -0.175  -0.90
I2 -1.128 -1.967 0.761  0.50
C10 -0.826 0.854 -0.203  0.54
C11 -0.997 1.720 -1.414  -0.20
C12 -1.945 2.811 -1.218  -0.59
C13 -2.625 3.092 0.023  -0.49
N2 -2.443 2.307 1.107  -0.65
C14 -1.598 1.271 0.948  -0.31
H1 4.155 2.896 2.484  0.38
H2 2.496 3.052 3.342  0.37
H3 3.867 2.194 4.086  0.42
H4 3.862 0.606 1.987  0.25
H5 2.831 0.347 3.434  0.11
H6 0.778 1.116 2.253  0.42
H7 2.199 0.217 -0.294  0.75
H8 3.418 -1.215 1.106  0.65
H9 -0.968 -1.023 -3.954  0.13
H10 -1.372 -2.858 -2.668  0.12
H11 -0.496 1.535 -2.381  0.45
H12 -2.162 3.478 -2.087  0.40
H13 -3.305 3.971 0.069  0.35
H14 -1.445 0.653 1.870  0.35
C15 -1.458 -7.363 2.580  -0.47
C16 -2.132 -6.703 3.769  -0.57
C17 -2.112 -5.239 3.368  -0.26
O7 -2.185 -5.202 1.936  -0.31
C18 -1.971 -6.524 1.423  -0.44
H15 -1.693 -8.422 2.473  0.34
H16 -0.372 -7.260 2.664  0.21
H17 -3.164 -7.054 3.852  0.26
H18 -1.630 -6.891 4.719  0.34
H19 -1.175 -4.757 3.670  0.11
H20 -2.946 -4.676 3.792  0.29
H21 -2.931 -6.901 1.054  0.27
H22 -1.269 -6.484 0.589  0.27
C19 -1.156 7.617 -4.863  -0.51
C20 -0.051 6.577 -4.920  -0.56
C21 -0.630 5.462 -4.069  -0.30
O8 -2.054 5.522 -4.217  -0.39
C22 -2.403 6.751 -4.867  -0.47
H23 -1.131 8.331 -5.687  0.34
H24 -1.092 8.175 -3.925  0.26
H25 0.082 6.232 -5.950  0.27
H26 0.911 6.936 -4.555  0.34
H27 -0.395 5.607 -3.009  0.25
H28 -0.271 4.476 -4.372  0.25
H29 -2.718 6.513 -5.889  0.27
H30 -3.241 7.216 -4.346  0.27

Summary:
- gap between HOMO and LUMO (eV) = 8.858
- structure (SMILES) = CC[C@@H](I)[C@H]1[C@@H](N(C(=O)F)C(=O)F)S(=O)(=O)O[C@@](F)([PH2]=O)[C@]1(I)c1cccnc1.C1CCOC1.C1CCOC1



(2)
DFT (wB97M-V/def2-TZVPD) results for one molecule with the formula C20H18N4O4S at a distorted geometry.

Last column: Mulliken charge in e.
Element x y z (Å)
O1 -2.841 5.968 -1.802  -0.63
O2 -3.597 -2.307 -4.104  -0.62
N1 4.122 -2.341 0.905  -0.64
N2 4.622 -2.048 2.077  -0.16
N3 3.486 0.217 4.626  -0.46
O3 2.935 -0.689 1.794  -0.23
O4 -4.465 4.356 -1.443  -0.23
S1 1.716 -1.798 -0.397  -0.17
C1 -3.256 4.750 -1.847  0.41
C2 -2.866 -2.489 -3.125  0.39
C3 3.023 -1.568 0.786  0.56
C4 3.939 -1.125 2.576  -0.07
C5 -2.358 3.604 -2.064  -0.47
C6 -2.925 2.397 -2.149  -0.28
C7 3.616 0.550 5.926  -0.13
C8 4.138 -0.799 4.044  0.55
C9 4.435 -0.164 6.776  -0.48
C10 4.823 -1.598 4.845  0.00
C11 5.038 -1.300 6.220  -0.37
C12 -2.895 -0.060 -2.531  -1.31
C13 -1.316 -1.470 -1.410  -0.39
C14 -1.182 0.857 -1.181  -0.23
C15 -2.344 -1.333 -2.260  0.25
C16 -2.269 1.061 -1.954  0.81
C17 -0.716 -0.363 -0.858  0.37
N4 -2.850 -3.847 -2.792  -0.46
C18 0.578 -0.407 0.025  -0.81
C19 -6.396 4.713 -0.232  -1.06
C20 -5.393 5.368 -1.115  -0.26
H1 -1.292 3.743 -2.023  0.51
H2 -3.998 2.181 -2.288  0.29
H3 3.147 1.412 6.382  0.36
H4 4.340 -0.069 7.840  0.37
H5 5.362 -2.502 4.469  0.35
H6 5.543 -2.082 6.809  0.34
H7 -3.813 0.057 -3.080  0.47
H8 -0.934 -2.491 -1.106  0.33
H9 -0.672 1.790 -0.786  0.24
H10 -1.949 -4.283 -2.482  0.24
H11 -3.479 -4.270 -3.418  0.25
H12 0.233 -0.591 1.133  0.36
H13 1.162 0.473 0.042  0.47
H14 -6.933 3.878 -0.761  0.29
H15 -7.296 5.447 -0.098  0.33
H16 -5.850 4.185 0.602  0.27
H17 -5.022 6.232 -0.428  0.26
H18 -5.656 5.751 -2.097  0.35

Summary:
- ΔE to the lowest compared entry with this formula, charge and spin (eV) = 5.617
- gap between HOMO and LUMO (eV) = 8.514
- structure (SMILES) = CCOC(=O)/C=C/c1cc(CSc2nnc(-c3ccccn3)o2)cc(C(N)=O)c1



(3)
DFT (wB97M-V/def2-TZVPD) results for C25H32CrN7O5S as an isolated structure at a distorted geometry.

Last column: Mulliken spin population.
Element x y z (Å)
Cr1 0.564 -0.859 -0.691  3.99
C1 -2.170 -0.435 1.105  0.06
N1 -0.753 -0.174 0.879  -0.08
C2 -0.118 0.455 1.808  -0.08
C3 1.259 0.743 1.624  0.06
C4 2.190 1.437 2.411  0.03
C5 3.391 1.390 1.702  0.00
C6 3.123 0.679 0.525  0.05
N2 1.845 0.289 0.470  -0.02
C7 -2.509 -1.125 2.412  -0.01
C8 -1.686 -2.120 2.935  0.01
C9 -2.044 -2.773 4.104  0.00
C10 -3.215 -2.440 4.771  0.00
C11 -4.034 -1.446 4.259  0.00
C12 -3.678 -0.793 3.087  0.00
H1 -2.532 -1.055 0.284  -0.01
H2 -2.721 0.513 1.059  0.00
H3 -0.612 0.758 2.734  0.01
H4 2.012 1.896 3.373  0.00
H5 4.346 1.799 1.999  0.00
H6 3.818 0.446 -0.271  0.00
H7 -0.787 -2.397 2.402  0.01
H8 -1.409 -3.561 4.489  0.00
H9 -3.493 -2.956 5.682  0.00
H10 -4.952 -1.178 4.768  0.00
H11 -4.323 -0.016 2.689  0.00
O1 -3.948 -4.474 -2.231  0.00
C13 -3.639 -3.660 -3.211  0.00
O2 -4.197 -3.679 -4.292  0.00
C14 -2.559 -2.678 -2.936  0.01
C15 -2.164 -1.673 -3.785  0.01
N3 -1.169 -1.013 -3.175  0.02
N4 -0.895 -1.512 -1.964  -0.04
C16 -1.726 -2.539 -1.803  0.02
C17 -1.582 -3.385 -0.568  -0.01
O3 -2.486 -4.243 -0.364  0.00
O4 -0.602 -3.127 0.142  0.01
H12 -3.287 -4.393 -1.418  0.00
H13 -2.528 -1.405 -4.762  0.00
H14 -0.672 -0.195 -3.491  0.00
N5 3.879 -3.891 -0.285  0.00
C18 3.057 -2.812 -0.488  0.01
O5 2.296 -2.446 0.387  0.00
C19 3.230 -2.083 -1.804  0.02
C20 1.922 -1.422 -2.281  -0.08
H15 3.717 -4.432 0.547  0.00
H16 4.360 -4.326 -1.049  0.00
H17 3.655 -2.780 -2.540  0.00
H18 3.997 -1.323 -1.617  0.00
H19 1.431 -2.157 -2.935  0.00
H20 2.192 -0.593 -2.954  0.01
C21 -1.871 4.419 0.286  0.00
C22 -0.890 3.269 0.491  0.01
N6 0.381 3.528 -0.171  0.01
C23 0.787 2.852 -1.275  0.01
S1 -0.152 1.755 -2.113  0.00
N7 2.022 3.150 -1.746  0.01
C24 3.004 3.964 -1.046  0.00
C25 2.747 5.461 -1.236  0.00
H21 -2.814 4.206 0.793  0.00
H22 -2.073 4.544 -0.778  0.00
H23 -1.467 5.353 0.681  0.00
H24 -1.308 2.357 0.072  0.00
H25 -0.707 3.109 1.555  0.00
H26 1.126 3.845 0.431  0.00
H27 2.358 2.442 -2.377  0.00
H28 3.980 3.711 -1.458  0.00
H29 3.033 3.706 0.015  0.00
H30 2.803 5.720 -2.294  0.00
H31 3.490 6.046 -0.691  0.00
H32 1.755 5.727 -0.874  0.00

Summary:
- ΔE to the lowest compared entry with this formula, charge and spin (eV) = 0.627
- charge = -1
- expectation value of S² = 6.022
- spin multiplicity = 5
- gap between HOMO and LUMO (alpha / beta) (eV) = 6.109 / 7.303



(4)
DFT (wB97M-V/def2-TZVPD) results for one molecule with the formula C4H5N3S at a distorted geometry.

Last column: Mulliken charge in e.
Element x y z (Å)
C1 -1.909 -0.135 -0.002  0.07
C2 -0.876 -1.022 0.000  -0.81
C3 0.327 -0.251 0.005  0.88
C4 -0.037 1.100 -0.004  -0.59
H1 -3.656 -0.730 0.811  0.26
H2 -3.628 -0.765 -0.804  0.26
H3 -0.940 -2.102 -0.025  0.39
H4 0.590 1.986 -0.014  0.41
H5 -1.972 1.952 -0.011  0.21
N1 -3.325 -0.259 0.004  -0.58
N2 -1.375 1.142 0.000  0.04
N3 1.583 -0.819 -0.001  -0.39
S1 2.899 0.067 0.002  -0.16

Summary:
- ΔE to the lowest compared entry with this formula, charge and spin (eV) = 1.885
- gap between HOMO and LUMO (eV) = 6.955
- structure (SMILES) = Nc1cc(N=S)c[nH]1